Entry from the OMol25 dataset: a cluster of 3 separate species, C40H75N6O10P3S in total (wB97M-V/def2-TZVPD).

The geometry in XYZ format:
```
135
Properties=species:S:1:pos:R:3:forces:R:3
C 4.524 0.151 5.171 -6.94 1.03 -1.88
C 3.222 0.303 4.947 5.67 -0.43 -0.72
C 1.751 0.516 4.315 -1.49 0.00 0.89
C 0.569 0.145 5.319 -0.51 1.43 -3.42
C -0.950 0.321 4.922 3.76 0.08 -2.27
P -2.229 -0.155 6.234 -1.00 0.27 -0.51
C -1.441 -0.950 7.770 0.58 -0.74 0.58
C -3.360 -1.557 5.530 -0.91 -0.32 0.26
C -4.818 -1.274 6.246 1.27 0.35 -0.21
C -1.245 0.918 3.480 1.97 -0.33 0.56
C -0.048 1.298 2.468 -0.15 -0.86 2.13
C 1.504 1.089 2.832 -2.98 -0.73 2.16
C 2.681 1.467 1.823 0.17 0.07 -0.44
C 4.033 0.595 1.865 1.22 1.26 0.51
C 4.758 0.787 0.422 -0.87 0.27 0.40
C 6.346 0.505 0.404 -0.02 0.04 -0.89
C 6.910 -0.302 1.694 -1.14 0.46 -0.90
C -0.550 1.951 1.078 1.62 2.16 -2.41
O 0.233 2.557 0.239 -3.04 -2.94 3.94
C -2.121 2.029 0.633 -2.44 -0.70 1.30
C -2.473 2.538 -0.881 1.67 0.30 0.23
C -2.014 1.465 -2.023 0.86 -0.23 -0.40
C -2.104 -0.076 -1.544 -0.78 -0.12 0.09
C -2.155 -1.148 -2.775 -0.85 1.05 1.11
S -0.514 -1.980 -3.101 2.92 -4.44 -2.93
O -0.445 -3.413 -2.596 -0.64 4.94 -0.34
O -0.179 -1.951 -4.576 -1.32 1.18 3.77
O 0.748 -1.135 -2.315 -2.01 -0.09 -1.35
C -3.197 1.702 1.532 2.91 0.07 -0.42
C -4.786 1.863 1.167 0.85 -0.59 -0.24
O -5.127 3.256 0.958 0.42 -0.58 1.37
C -5.099 4.041 2.170 -0.14 1.36 0.99
O -4.892 5.449 1.803 0.74 -2.28 0.03
C -3.588 5.647 1.196 0.80 1.19 -1.08
C -2.600 6.635 2.017 1.24 -1.09 -0.08
O -2.386 7.892 1.297 0.28 -0.67 0.41
C -2.786 1.180 3.024 -2.72 0.31 1.19
O -3.795 1.047 3.815 4.67 0.16 -2.73
H 5.674 0.081 5.155 -2.68 0.08 0.38
H 0.820 -0.257 6.383 -0.33 0.85 -2.32
H -1.146 -0.126 8.535 -0.29 -1.43 -1.53
H -0.564 -1.657 7.520 -1.23 1.13 0.60
H -2.244 -1.598 8.315 1.21 1.20 -1.23
H -3.503 -1.469 4.387 0.53 -0.21 1.95
H -2.977 -2.604 5.845 -0.50 1.72 -0.75
H -4.608 -1.207 7.388 -0.73 -0.20 -1.90
H -5.134 -0.225 5.869 0.22 -1.89 0.73
H -5.584 -2.103 5.993 1.28 1.47 0.48
H 2.375 1.429 0.695 -0.19 0.13 2.34
H 2.979 2.578 2.028 -0.63 -1.92 -0.35
H 4.742 1.103 2.643 -1.37 -1.06 -1.28
H 3.922 -0.495 2.204 -0.11 1.62 -0.74
H 4.599 1.909 0.141 0.19 -2.04 0.34
H 4.149 0.146 -0.339 1.32 1.12 1.14
H 6.572 -0.074 -0.586 -0.30 0.92 1.88
H 6.875 1.538 0.260 -0.78 -1.94 0.51
H 6.838 0.412 2.591 0.56 -1.20 -1.22
H 7.974 -0.661 1.444 -1.70 0.50 0.81
H 6.167 -1.174 1.909 1.65 1.31 -0.39
H -1.832 3.494 -1.067 -1.12 -1.68 0.39
H -3.563 2.868 -1.009 1.58 -0.84 0.54
H -2.625 1.661 -3.001 0.84 -0.53 1.90
H -0.905 1.642 -2.347 -1.93 -0.07 0.79
H -1.248 -0.398 -0.844 -1.26 0.83 -1.01
H -3.087 -0.189 -0.928 1.65 0.00 -1.14
H -2.448 -0.608 -3.745 0.60 -1.10 1.34
H -2.934 -1.960 -2.478 1.77 1.09 -0.87
H 1.048 -0.410 -2.931 -0.46 -1.01 0.61
H -4.970 1.317 0.162 0.35 1.07 1.58
H -5.483 1.372 1.936 1.39 0.74 -0.85
H -4.265 3.785 2.918 -0.91 -0.25 -1.37
H -6.100 3.969 2.768 1.61 0.26 -1.38
H -2.998 4.685 0.975 -1.27 1.17 0.52
H -3.776 6.177 0.171 0.39 -0.95 1.80
H -2.937 6.781 3.114 0.26 0.12 -1.95
H -1.553 6.123 2.073 -1.87 0.65 0.04
H -1.471 7.944 0.931 -1.22 -0.38 0.67
C 7.812 4.362 -3.990 -0.03 0.22 -0.44
N 7.094 3.117 -3.757 1.18 -0.44 -0.36
C 8.043 2.010 -3.902 -0.20 -0.38 0.48
P 5.468 2.736 -4.203 2.03 5.32 6.47
O 5.303 1.750 -3.030 -0.80 -2.68 -3.55
N 4.402 3.884 -3.469 -1.52 0.67 0.10
C 4.881 5.017 -2.696 0.29 0.15 -0.46
C 3.228 3.322 -2.794 0.10 -0.31 -0.11
N 5.629 3.837 -5.591 -1.79 -2.48 -1.79
C 4.427 4.548 -6.070 -0.45 0.52 0.10
C 6.126 3.076 -6.761 0.73 0.01 -0.26
H 8.096 4.495 -5.041 0.09 0.07 -0.06
H 8.737 4.386 -3.402 -0.13 -0.35 0.00
H 7.264 5.244 -3.674 -0.23 -0.11 -0.13
H 8.439 1.950 -4.922 0.20 0.05 -0.06
H 7.583 1.046 -3.669 -0.14 0.20 0.00
H 8.887 2.124 -3.213 -0.06 0.12 -0.08
H 5.555 4.711 -1.888 0.11 0.08 0.04
H 4.055 5.579 -2.249 -0.14 -0.34 -0.06
H 5.375 5.743 -3.341 0.25 -0.01 0.01
H 3.468 2.963 -1.785 -0.11 -0.09 -0.06
H 2.812 2.488 -3.368 0.11 0.01 0.14
H 2.431 4.069 -2.711 0.20 0.12 -0.08
H 3.586 3.863 -6.214 -0.03 0.19 -0.07
H 4.625 5.052 -7.023 0.29 -0.37 -0.02
H 4.124 5.346 -5.392 0.08 -0.38 0.15
H 5.390 2.336 -7.094 0.05 0.15 -0.19
H 7.049 2.542 -6.527 -0.02 0.00 0.20
H 6.359 3.745 -7.595 -0.12 0.00 0.16
C -4.356 -4.630 -1.524 0.00 -0.39 -0.43
N -3.587 -5.266 -0.465 0.76 0.76 -0.51
C -2.236 -4.693 -0.475 0.18 -0.16 0.50
P -3.667 -6.911 0.057 -6.04 5.88 1.77
O -3.243 -6.550 1.494 3.21 -2.93 -1.27
N -5.286 -7.264 0.558 -1.21 -1.11 0.42
C -6.371 -6.306 0.436 0.14 0.01 -0.56
C -5.417 -7.958 1.842 0.39 -0.04 0.02
N -4.124 -7.376 -1.599 2.12 -2.77 0.49
C -5.006 -8.544 -1.786 -0.64 -0.24 0.04
C -2.900 -7.682 -2.374 0.35 0.50 -0.52
H -4.030 -4.937 -2.525 -0.01 0.07 -0.13
H -4.249 -3.539 -1.472 0.24 -0.10 0.26
H -5.424 -4.805 -1.449 0.05 -0.26 0.05
H -1.713 -4.915 -1.410 -0.04 0.20 -0.01
H -1.625 -5.078 0.345 -0.24 -0.06 -0.01
H -2.271 -3.605 -0.352 -0.08 -0.04 -0.09
H -6.135 -5.351 0.919 -0.05 0.13 -0.05
H -7.296 -6.687 0.880 0.26 -0.19 0.17
H -6.628 -6.144 -0.611 0.09 0.22 -0.10
H -5.351 -7.265 2.691 0.07 -0.13 0.02
H -4.639 -8.719 1.955 -0.04 0.19 0.07
H -6.376 -8.485 1.905 -0.02 0.14 -0.22
H -4.648 -9.412 -1.224 -0.16 -0.04 -0.13
H -5.069 -8.822 -2.844 0.44 0.18 0.03
H -6.036 -8.333 -1.494 0.31 0.09 0.26
H -2.393 -8.570 -1.980 -0.05 -0.04 -0.24
H -2.188 -6.855 -2.341 -0.06 0.09 0.16
H -3.133 -7.846 -3.430 -0.09 -0.02 0.17
```
Positions in Å, forces in eV/Å.

Calculated values
E_LUMO ... -1.7386 eV
SMILES ... C#Cc1cc(P(C)CC)c2c(c1CCCCC)C(=O)C(CCCCS(=O)(=O)O)=C(COCOCCO)C2=O.CN(C)P(=O)(N(C)C)N(C)C.CN(C)P(=O)(N(C)C)N(C)C
HOMO ... -7.935 eV

These are the Löwdin partial charges, in e, on atoms 1 to 8: C 0.07; C -0.08; C -0.09; C -0.02; C -0.28; P 0.91; C -0.34; C -0.41